# C4H12

A cluster of 2 separate species, C4H12 in total in a non-equilibrium geometry (ωB97M-V/def2-TZVPD, the Open Molecules 2025 dataset).

As for the total energy: -4342.0735 eV. The calculation puts the HOMO-LUMO gap at 12.83 eV. Its SMILES is CC.CC. For the molar mass, the calculation gives 60.1 Da.

```
! wB97M-V def2-TZVPD RIJCOSX def2/J DEFGRID3
* xyz 0 1
C -2.195 -2.190 -0.876
C -1.561 -0.871 -1.402
H -2.188 -3.026 -1.570
H -1.637 -2.517 -0.007
H -3.185 -1.919 -0.520
H -1.009 -0.500 -0.559
H -2.369 -0.203 -1.684
H -0.808 -0.883 -2.190
C 2.116 1.866 1.701
C 1.645 1.119 0.455
H 2.774 2.699 1.474
H 1.279 2.351 2.217
H 2.556 1.281 2.508
H 2.309 1.308 -0.329
H 0.653 1.432 0.147
H 1.620 0.053 0.633
*
```

# C15H16N10O2Pt

A structure of composition C15H16N10O2Pt in a non-equilibrium geometry (ωB97M-V/def2-TZVPD, the Open Molecules 2025 dataset).

As for the total energy: -38040.3515 eV. The calculation puts the HOMO-LUMO gap (alpha / beta) at 6.54 / 6.54 eV. For the molar mass, the calculation gives 563.4 Da.

```
! wB97M-V def2-TZVPD RIJCOSX def2/J DEFGRID3
* xyz 2 1
Pt 0.003 0.138 -0.040
N -4.331 0.033 -0.208
C -3.062 -0.377 -0.180
N -2.041 0.434 -0.133
C -2.263 1.822 -0.188
N -1.214 2.626 -0.233
N -0.064 2.052 -0.241
C 1.141 2.669 -0.263
C 2.247 1.821 -0.162
C 3.590 2.271 -0.091
C 4.613 1.360 -0.040
C 4.312 -0.007 -0.121
C 2.987 -0.403 -0.161
N 1.978 0.459 -0.129
C -3.608 2.322 -0.146
C -3.923 3.682 -0.101
C -5.244 4.080 -0.010
C -6.274 3.138 0.036
C -5.988 1.786 -0.033
C -4.667 1.376 -0.130
H -5.084 -0.645 -0.271
H -2.885 -1.446 -0.182
H 1.219 3.740 -0.374
H 3.782 3.331 -0.082
H 5.639 1.680 0.051
H 5.094 -0.746 -0.136
H 2.729 -1.454 -0.202
H -3.121 4.400 -0.143
H -5.481 5.131 0.022
H -7.299 3.465 0.118
H -6.782 1.054 -0.019
N 0.048 -0.471 2.609
N 0.038 -1.868 2.704
C 0.046 -2.652 1.611
N 0.044 -3.964 1.762
N 0.035 -2.025 0.424
N 0.012 -2.671 -0.773
O 0.016 -3.872 -0.828
O -0.020 -1.912 -1.715
H 0.905 -0.090 3.008
H -0.754 -0.078 3.100
H 0.074 -2.309 3.618
H 0.056 -4.403 2.671
H 0.052 -4.557 0.932
*
```

# C63H166N10O19

A cluster of 15 separate species, C63H166N10O19 in total in a non-equilibrium geometry (ωB97M-V/def2-TZVPD, the Open Molecules 2025 dataset).

As for the total energy: -121811.6304 eV. The calculation puts the HOMO-LUMO gap at 8.58 eV. For the molar mass, the calculation gives 1368.1 Da.

```
! wB97M-V def2-TZVPD RIJCOSX def2/J DEFGRID3
* xyz 0 1
C -3.933 -5.679 11.138
C -2.998 -5.557 10.007
C -2.995 -4.263 9.173
O -1.712 -5.820 10.477
H -4.893 -5.454 10.672
H -3.743 -4.903 11.879
H -3.852 -6.698 11.515
H -3.185 -6.428 9.379
H -3.988 -4.094 8.755
H -2.177 -4.121 8.467
H -2.891 -3.494 9.939
H -1.112 -5.896 9.731
C 7.014 -7.669 -1.254
C 6.638 -7.626 0.298
C 5.681 -8.765 0.560
O 7.733 -7.822 1.076
H 7.000 -8.658 -1.713
H 7.934 -7.137 -1.496
H 6.207 -7.100 -1.716
H 6.162 -6.676 0.542
H 5.547 -8.974 1.622
H 6.088 -9.696 0.165
H 4.744 -8.543 0.051
H 8.302 -8.384 0.545
C 1.421 3.864 8.568
C 0.699 2.837 7.579
C -0.564 2.231 8.101
O 0.399 3.554 6.397
H 0.837 4.780 8.651
H 2.422 4.153 8.248
H 1.583 3.485 9.577
H 1.386 2.029 7.327
H -0.351 1.789 9.074
H -1.026 1.516 7.420
H -1.235 3.046 8.371
H -0.442 3.235 6.064
C 6.842 -2.116 -6.104
C 7.053 -1.200 -7.320
C 5.879 -0.195 -7.566
O 8.225 -0.509 -7.048
H 6.798 -1.584 -5.153
H 7.599 -2.900 -6.101
H 5.898 -2.657 -6.175
H 7.297 -1.792 -8.202
H 5.413 0.141 -6.641
H 5.127 -0.589 -8.249
H 6.184 0.717 -8.079
H 8.455 -0.013 -7.837
C 5.862 6.431 3.642
C 5.659 5.052 3.042
C 5.980 3.997 4.088
O 4.304 5.021 2.611
H 5.128 6.673 4.411
H 5.595 7.149 2.867
H 6.809 6.674 4.124
H 6.321 4.944 2.182
H 7.024 4.155 4.361
H 5.754 2.993 3.730
H 5.408 4.151 5.002
H 3.704 5.147 3.349
C 3.253 -6.866 7.477
O 2.937 -5.497 7.315
C 3.432 -4.901 6.066
C 3.648 -3.383 6.123
N 4.909 -2.828 6.717
C 5.170 -3.078 8.118
C 4.207 -2.420 9.040
O 4.425 -0.991 9.111
C 5.443 -0.622 9.947
H 4.232 -6.966 7.945
H 3.183 -7.410 6.535
H 2.473 -7.239 8.141
H 2.841 -5.208 5.203
H 4.468 -5.202 5.911
H 2.769 -2.912 6.565
H 3.560 -3.167 5.058
H 4.861 -1.822 6.645
H 6.168 -2.664 8.267
H 5.260 -4.157 8.237
H 4.317 -2.873 10.025
H 3.155 -2.603 8.822
H 5.303 -1.140 10.896
H 5.380 0.412 10.287
H 6.419 -0.766 9.483
C 7.221 6.270 -2.913
O 8.208 6.911 -2.064
C 9.322 7.463 -2.754
C 8.872 8.700 -3.592
N 8.258 9.763 -2.742
C 9.232 10.314 -1.748
C 8.450 11.303 -0.882
O 7.564 10.488 -0.103
C 6.895 11.320 0.841
H 6.872 6.971 -3.672
H 6.352 5.925 -2.353
H 7.706 5.359 -3.264
H 9.809 6.743 -3.413
H 10.121 7.691 -2.049
H 8.209 8.508 -4.435
H 9.768 9.189 -3.974
H 7.478 9.383 -2.226
H 10.117 10.839 -2.108
H 9.568 9.492 -1.117
H 7.903 11.842 -1.656
H 9.120 11.958 -0.325
H 7.599 11.888 1.450
H 6.281 10.741 1.531
H 6.234 11.993 0.297
C 0.747 6.269 -5.609
O 0.147 6.315 -4.317
C 0.512 7.477 -3.565
C 0.278 7.210 -2.055
N -1.151 7.174 -1.718
C -1.454 6.759 -0.350
C -2.955 6.471 -0.076
O -3.355 5.300 -0.805
C -4.763 5.115 -0.734
H 0.568 7.213 -6.124
H 0.304 5.468 -6.201
H 1.823 6.129 -5.503
H -0.151 8.269 -3.913
H 1.554 7.730 -3.760
H 0.688 7.997 -1.423
H 0.778 6.259 -1.874
H -1.725 6.679 -2.386
H -1.162 7.526 0.368
H -0.821 5.939 -0.010
H -3.590 7.309 -0.362
H -2.981 6.366 1.008
H -5.035 4.172 -1.209
H -5.332 5.874 -1.271
H -5.036 5.003 0.315
C -11.615 0.697 -12.706
O -10.413 0.539 -11.971
C -9.396 -0.242 -12.691
C -8.220 -0.582 -11.682
N -7.690 0.675 -11.143
C -7.189 0.427 -9.802
C -6.284 1.614 -9.332
O -5.772 1.272 -8.016
C -4.867 2.292 -7.542
H -11.508 1.270 -13.627
H -12.345 1.220 -12.088
H -12.041 -0.247 -13.047
H -9.036 0.324 -13.550
H -9.783 -1.152 -13.150
H -7.509 -1.150 -12.282
H -8.622 -1.277 -10.944
H -8.482 1.296 -11.065
H -6.668 -0.529 -9.847
H -7.901 0.373 -8.978
H -6.861 2.537 -9.278
H -5.476 1.782 -10.044
H -4.211 2.630 -8.344
H -4.184 1.904 -6.786
H -5.359 3.170 -7.121
C 0.389 -6.987 -4.224
C 0.690 -5.470 -4.028
C -0.323 -4.552 -4.690
O 0.018 -4.444 -6.057
C -0.578 -3.312 -6.650
N 0.690 -5.326 -2.615
H 0.371 -7.288 -5.272
H -0.639 -7.274 -4.003
H 1.121 -7.622 -3.725
H 1.661 -5.216 -4.454
H -0.204 -3.565 -4.242
H -1.361 -4.809 -4.482
H -0.385 -3.386 -7.720
H -0.063 -2.429 -6.274
H -1.659 -3.303 -6.507
H 1.451 -5.856 -2.215
H 0.847 -4.395 -2.257
C -12.186 1.857 -7.132
C -12.081 2.307 -5.634
C -10.639 1.976 -5.144
O -10.524 0.586 -4.856
C -9.280 0.070 -4.413
N -12.420 3.747 -5.641
H -13.206 1.997 -7.490
H -11.818 0.862 -7.383
H -11.653 2.559 -7.773
H -12.961 1.877 -5.157
H -10.528 2.459 -4.173
H -9.798 2.291 -5.762
H -8.723 -0.253 -5.292
H -9.431 -0.742 -3.701
H -8.762 0.789 -3.779
H -11.674 4.137 -6.200
H -13.318 3.892 -6.080
C -2.204 -0.637 0.504
C -1.300 -0.105 1.559
C 0.063 0.327 1.092
O 0.678 -0.822 0.482
C 1.936 -0.550 -0.134
N -1.966 1.020 2.215
H -3.114 -1.138 0.833
H -1.632 -1.399 -0.024
H -2.486 0.155 -0.190
H -1.176 -0.889 2.306
H 0.714 0.669 1.896
H -0.167 1.050 0.309
H 2.494 -1.433 -0.446
H 2.633 -0.144 0.599
H 1.774 0.226 -0.882
H -2.127 1.719 1.504
H -2.891 0.694 2.456
C -8.572 0.380 6.120
C -8.928 -0.993 5.497
C -10.291 -1.600 5.942
O -10.420 -2.844 5.304
C -11.540 -3.519 5.763
N -8.860 -0.757 4.078
H -8.438 0.409 7.201
H -9.284 1.186 5.943
H -7.594 0.692 5.754
H -8.063 -1.615 5.728
H -11.123 -0.936 5.710
H -10.249 -1.755 7.020
H -12.431 -2.923 5.961
H -11.278 -3.909 6.746
H -11.792 -4.268 5.013
H -9.131 -1.628 3.645
H -9.580 -0.142 3.728
C -3.664 -6.636 2.636
C -4.160 -7.467 1.467
C -5.085 -6.727 0.513
O -5.998 -7.593 -0.129
C -6.977 -6.968 -0.917
N -3.050 -8.065 0.731
H -3.131 -7.302 3.314
H -4.532 -6.318 3.214
H -3.075 -5.770 2.335
H -4.718 -8.323 1.846
H -4.576 -6.111 -0.228
H -5.781 -6.033 0.986
H -6.557 -6.473 -1.793
H -7.574 -6.210 -0.409
H -7.705 -7.748 -1.140
H -3.428 -8.614 -0.028
H -2.579 -7.292 0.284
C 11.754 -3.602 3.139
C 10.522 -2.675 3.378
C 9.915 -2.066 2.105
O 10.596 -0.883 1.721
C 9.907 -0.208 0.692
N 9.624 -3.560 4.128
H 12.508 -3.067 2.562
H 11.469 -4.451 2.518
H 12.153 -3.969 4.085
H 10.711 -1.807 4.010
H 8.901 -1.759 2.360
H 9.789 -2.790 1.301
H 10.610 0.584 0.431
H 8.951 0.203 1.016
H 9.899 -0.821 -0.209
H 9.468 -4.374 3.551
H 8.690 -3.175 4.142
*
```

# C4H12OP2

The molecule C4H12OP2 in a non-equilibrium geometry (ωB97M-V/def2-TZVPD, the Open Molecules 2025 dataset).

As for the total energy: -24963.8612 eV. The calculation puts the HOMO-LUMO gap at 8.64 eV. Its SMILES is CC(C)O[PH2]=CP. For the molar mass, the calculation gives 138.1 Da.

```
! wB97M-V def2-TZVPD RIJCOSX def2/J DEFGRID3
* xyz 0 1
C -2.185 -0.995 -0.715
C -0.392 -1.265 1.152
C -0.858 -0.468 -0.103
C 1.845 1.237 0.376
O 0.098 -0.709 -1.149
P 1.553 -0.011 -0.889
P 0.765 2.748 0.008
H -2.089 -1.932 -1.244
H -2.907 -1.035 0.053
H -2.600 -0.183 -1.372
H -0.129 -2.397 0.956
H -1.313 -1.581 1.745
H 0.371 -0.823 1.735
H -0.992 0.525 0.266
H 2.879 1.546 0.170
H 2.039 -0.339 -2.329
H 2.173 -1.050 -0.250
H 1.630 3.967 0.255
H 0.111 2.765 1.336
*
```

Repeat the first record exactly.
# C4H12

A cluster of 2 separate species, C4H12 in total in a non-equilibrium geometry (ωB97M-V/def2-TZVPD, the Open Molecules 2025 dataset).

As for the total energy: -4342.0735 eV. The calculation puts the HOMO-LUMO gap at 12.83 eV. Its SMILES is CC.CC. For the molar mass, the calculation gives 60.1 Da.

```
! wB97M-V def2-TZVPD RIJCOSX def2/J DEFGRID3
* xyz 0 1
C -2.195 -2.190 -0.876
C -1.561 -0.871 -1.402
H -2.188 -3.026 -1.570
H -1.637 -2.517 -0.007
H -3.185 -1.919 -0.520
H -1.009 -0.500 -0.559
H -2.369 -0.203 -1.684
H -0.808 -0.883 -2.190
C 2.116 1.866 1.701
C 1.645 1.119 0.455
H 2.774 2.699 1.474
H 1.279 2.351 2.217
H 2.556 1.281 2.508
H 2.309 1.308 -0.329
H 0.653 1.432 0.147
H 1.620 0.053 0.633
*
```

The lowest total energy belongs to which entry?
C63H166N10O19

What did the fourth record say?
# C4H12OP2

The molecule C4H12OP2 in a non-equilibrium geometry (ωB97M-V/def2-TZVPD, the Open Molecules 2025 dataset).

As for the total energy: -24963.8612 eV. The calculation puts the HOMO-LUMO gap at 8.64 eV. Its SMILES is CC(C)O[PH2]=CP. For the molar mass, the calculation gives 138.1 Da.

```
! wB97M-V def2-TZVPD RIJCOSX def2/J DEFGRID3
* xyz 0 1
C -2.185 -0.995 -0.715
C -0.392 -1.265 1.152
C -0.858 -0.468 -0.103
C 1.845 1.237 0.376
O 0.098 -0.709 -1.149
P 1.553 -0.011 -0.889
P 0.765 2.748 0.008
H -2.089 -1.932 -1.244
H -2.907 -1.035 0.053
H -2.600 -0.183 -1.372
H -0.129 -2.397 0.956
H -1.313 -1.581 1.745
H 0.371 -0.823 1.735
H -0.992 0.525 0.266
H 2.879 1.546 0.170
H 2.039 -0.339 -2.329
H 2.173 -1.050 -0.250
H 1.630 3.967 0.255
H 0.111 2.765 1.336
*
```

Look up the total energy of the first one.
-4342.0735 eV